No. 1
The following is a DFT calculation (ωB97M-V with the def2-TZVPD basis set) of a 9-piece molecular cluster, C35H70BBrCl17F3N4O4PS overall in a non-equilibrium geometry.

Calculated values
Net charge ... +1
HOMO ... -0.435 Eh
Orbital gap ... 7.6 eV

```
137
Properties=species:S:1:pos:R:3:lowdin_charge:R:1
C -3.0821 9.5224 3.2825 -0.124
C -3.7579 8.1713 2.6940 -0.244
C -2.6392 7.1041 2.2821 -0.221
C -3.0284 5.6398 2.7985 -0.214
C -2.7680 5.5291 4.3802 -0.187
C -1.1965 5.5514 4.7391 -0.207
C -0.4271 4.2844 4.1576 -0.201
C 1.1667 4.5617 4.1022 -0.201
C 1.8778 3.1474 4.2942 -0.196
C 3.4217 3.1286 3.7979 -0.146
C 3.6633 2.0450 2.6657 -0.101
N 3.1856 2.4367 1.3003 0.166
B 3.1500 3.8853 0.7897 -0.562
N 1.9194 4.7027 0.7228 0.200
O 4.3852 4.4289 0.3214 0.109
C 2.8267 1.4658 0.4901 -0.227
N 2.3451 1.4668 -0.8774 0.107
C 3.3327 0.5127 -1.5315 -0.644
Br 5.0369 1.5952 -1.5009 0.857
C 3.0756 0.0565 -3.0252 -0.189
C 1.7130 -0.7505 -3.2719 -0.181
C 0.4175 0.1813 -3.4753 -0.217
C -0.3476 -0.1936 -4.8298 -0.230
S -1.2027 1.2192 -5.6566 0.436
O -2.6956 1.1827 -5.4250 -0.398
O -0.9558 1.0653 -7.1384 -0.388
Cl -0.5082 3.0887 -5.0988 0.373
C 3.5984 -0.5597 -0.3615 -0.347
P 3.5539 -2.4192 -0.7067 0.802
O 4.2481 -3.1203 0.4729 -0.445
N 2.8376 -0.0007 0.7990 0.069
C 1.4725 -0.4654 1.0016 -0.468
F 0.8144 -0.9035 -0.1497 0.090
F 0.7307 0.6362 1.4812 0.087
F 1.3517 -1.4657 1.9447 0.138
H -3.7151 10.3841 2.8796 0.070
H -3.1182 9.5259 4.4190 0.071
H -2.0092 9.6591 2.9218 0.068
H -4.4406 7.7606 3.4985 0.097
H -4.3485 8.4203 1.7483 0.106
H -1.6214 7.4608 2.6477 0.089
H -2.5722 7.0388 1.1394 0.107
H -4.1328 5.3903 2.6430 0.119
H -2.4276 4.8986 2.1787 0.012
H -3.2375 6.4178 4.9260 0.112
H -3.1708 4.5442 4.7792 0.089
H -0.6928 6.4759 4.2829 0.101
H -1.0690 5.6525 5.8717 0.121
H -0.7697 3.9686 3.1198 0.068
H -0.6184 3.4053 4.8511 0.116
H 1.4626 5.1268 3.1668 0.089
H 1.4442 5.2100 4.9895 0.119
H 1.8512 2.9238 5.4176 0.123
H 1.2817 2.3127 3.8039 0.092
H 4.0020 2.7499 4.7128 0.131
H 3.8347 4.1627 3.5934 0.125
H 3.1724 1.0825 3.0481 0.144
H 4.7802 1.7866 2.6064 0.159
H 1.1315 4.2791 1.2309 0.064
H 1.6702 4.8117 -0.2727 0.103
H 4.1352 4.9312 -0.4883 0.122
H 2.4897 2.2919 -1.4715 0.119
H 4.0075 -0.4725 -3.4020 0.099
H 2.9927 1.0161 -3.6508 0.129
H 1.8405 -1.3179 -4.2772 0.064
H 1.4804 -1.5458 -2.5010 0.078
H 0.6894 1.2757 -3.3774 0.068
H -0.2947 -0.0596 -2.6106 0.104
H 0.3268 -0.6696 -5.6199 0.114
H -1.1588 -0.9727 -4.6183 0.132
H 4.6887 -0.3720 -0.0636 0.098
H 2.2453 -2.9192 -0.9910 0.029
H 4.3913 -2.6131 -1.8724 0.055
Cl 0.7375 -0.4760 5.6582 0.531
C 0.4921 -2.2194 5.3785 -0.660
C -0.9420 -2.6404 5.6235 -0.668
Cl -1.3843 -2.5484 7.3452 0.552
H 1.1855 -2.7652 6.0192 0.074
H 0.7630 -2.4145 4.3397 0.052
H -1.0795 -3.6786 5.3161 0.074
H -1.6429 -2.0226 5.0603 0.065
Cl 6.5698 -7.9898 0.8772 0.531
C 5.0930 -7.3103 1.6084 -0.669
C 5.3014 -5.8968 2.1114 -0.680
Cl 6.3864 -5.8381 3.5238 0.537
H 4.7745 -7.9787 2.4093 0.071
H 4.3244 -7.3170 0.8333 0.020
H 4.3470 -5.4729 2.4280 0.067
H 5.7190 -5.2528 1.3369 0.052
Cl -7.4542 -0.9976 -8.3108 0.535
C -6.5258 0.4829 -7.9648 -0.665
C -6.0015 0.5096 -6.5444 -0.679
Cl -7.3090 0.6911 -5.3476 0.534
H -7.1672 1.3405 -8.1714 0.070
H -5.6911 0.5044 -8.6673 0.072
H -5.3322 1.3614 -6.4129 0.059
H -5.4470 -0.3983 -6.3046 0.065
Cl -4.4964 0.8329 0.7799 0.576
C -3.3164 0.9604 -0.5437 -0.653
C -1.9420 1.3543 -0.0401 -0.664
Cl -1.8979 3.0313 0.5677 0.610
H -3.7001 1.6766 -1.2715 0.076
H -3.2690 -0.0188 -1.0235 0.074
H -1.2187 1.2941 -0.8562 0.045
H -1.6057 0.6967 0.7620 0.053
Cl -5.6691 2.5766 4.8791 0.541
C -5.9195 0.8352 4.5969 -0.667
C -7.3569 0.4181 4.8287 -0.666
Cl -7.8137 0.5081 6.5473 0.544
H -5.2336 0.2855 5.2427 0.068
H -5.6391 0.6409 3.5596 0.033
H -7.4952 -0.6191 4.5183 0.072
H -8.0509 1.0389 4.2608 0.070
Cl 3.7029 -6.8521 -2.0205 0.519
C 3.4579 -8.6041 -2.2502 -0.639
C 2.0340 -9.0227 -1.9495 -0.689
Cl 1.6466 -8.8928 -0.2147 0.534
H 4.1745 -9.1326 -1.6197 0.068
H 3.6964 -8.8222 -3.2924 0.074
H 1.8878 -10.0679 -2.2279 0.078
H 1.3143 -8.4180 -2.5044 -0.050
Cl -0.3783 -8.2501 -4.1337 0.599
C -1.8435 -7.5609 -3.3895 -0.624
C -1.6153 -6.1572 -2.8691 -0.656
Cl -0.5252 -6.1249 -1.4610 0.540
H -2.1686 -8.2362 -2.5972 0.077
H -2.6140 -7.5467 -4.1620 0.077
H -2.5637 -5.7258 -2.5444 0.074
H -1.1917 -5.5094 -3.6379 0.044
Cl 1.2088 -4.5036 -5.5314 0.533
C 2.3308 -4.3894 -6.9113 -0.646
C 3.7286 -4.0066 -6.4742 -0.639
Cl 3.8094 -2.3338 -5.8689 0.564
H 1.9178 -3.6722 -7.6217 0.072
H 2.3507 -5.3695 -7.3902 0.080
H 4.4122 -4.0724 -7.3221 0.080
H 4.0984 -4.6654 -5.6876 0.071
```

=====

No. 2
The following is a DFT calculation (ωB97M-V with the def2-TZVPD basis set) of C35H71I2N3O2SSi2 as an isolated structure in a non-equilibrium geometry.

Calculated values
HOMO ... -0.183 Eh
Orbital gap ... 3.8 eV

```
116
Properties=species:S:1:pos:R:3:lowdin_charge:R:1
C -4.5342 -1.0793 -0.2628 0.104
C -3.9600 -0.0055 -0.3379 -0.136
C -3.0850 1.1492 -0.2791 -0.175
C -1.6004 0.7976 -0.6455 -0.201
C -1.4822 -0.3108 -1.6901 -0.132
C -1.6498 0.3367 -3.1003 -0.140
C -0.4137 0.1993 -3.9938 -0.362
C -0.6426 0.8044 -5.3943 -0.050
C 0.9122 0.6847 -3.3970 -0.181
C 1.0442 2.1787 -3.0703 -0.175
C 2.5183 2.5435 -3.1082 -0.080
C 3.0926 3.5990 -2.5723 -0.352
C 4.5994 3.6409 -2.4592 -0.057
C 2.3812 4.8215 -2.0796 -0.052
C -0.7496 0.6877 0.6257 -0.671
S 1.0692 0.3457 0.3128 0.921
O -1.1719 -0.1779 1.6055 -0.163
C -1.2804 -1.5568 1.2602 -0.229
C -0.8847 -2.4705 2.4074 -0.186
C -1.1599 -3.8961 1.8729 -0.073
N -0.6798 2.0273 1.2752 0.109
C -1.9140 2.8711 1.0840 -0.284
O -1.5595 3.8037 0.1031 -0.043
C -2.3371 4.1593 -1.0257 -0.179
C -1.5965 5.2772 -1.7734 -0.319
C -1.3152 6.4886 -0.9013 -0.041
C -2.2670 5.6023 -3.1271 -0.369
C -1.5680 4.9259 -4.3163 -0.062
C -3.7578 5.2542 -3.2270 -0.067
C -3.2158 2.0495 1.0089 -0.383
N -4.3093 3.0339 0.8423 0.074
C -3.6252 1.2575 2.3073 -0.549
I -2.3153 1.6536 4.0428 1.109
C -5.0480 1.5095 2.8696 -0.802
C -5.2599 0.7253 4.2045 -0.278
I -6.6747 0.8364 1.6233 0.942
H -5.2166 -1.8533 -0.0510 0.040
H -3.4233 1.7934 -1.0917 0.128
H -1.2181 1.6741 -1.1660 0.112
H -0.4948 -0.7581 -1.7224 0.081
H -2.1652 -1.1387 -1.5418 0.105
H -2.4307 -0.2445 -3.5932 0.119
H -2.0383 1.3571 -3.0402 0.105
H -0.2854 -0.8716 -4.1611 0.138
H -0.1489 1.7646 -5.5110 0.068
H -1.6998 0.8318 -5.6433 0.078
H -0.1573 0.1389 -6.1049 0.080
H 1.2154 0.1075 -2.5300 0.073
H 1.6723 0.4696 -4.1492 0.114
H 0.6812 2.3877 -2.0595 0.081
H 0.4787 2.7991 -3.7666 0.091
H 3.1699 1.8312 -3.5944 0.105
H 4.9269 4.5746 -2.9185 0.079
H 5.0712 2.7838 -2.9203 0.076
H 4.8521 3.7354 -1.4037 0.085
H 1.6894 5.2444 -2.8019 0.072
H 3.0722 5.6084 -1.7913 0.077
H 1.8317 4.5577 -1.1702 0.075
H 1.1045 -0.8868 -0.2166 -0.090
H -2.3303 -1.7707 1.0437 0.110
H -0.7281 -1.8822 0.3819 0.102
H -1.4603 -2.2555 3.3013 0.115
H 0.1897 -2.3528 2.5302 0.090
H -2.2414 -4.0161 1.8177 0.074
H -0.7817 -3.9052 0.8528 0.071
H -0.6744 -4.6558 2.4684 0.074
H -0.3800 1.9749 2.2569 0.095
H 0.0934 2.5028 0.7914 0.147
H -1.9759 3.4546 2.0049 0.106
H -2.4892 3.3919 -1.7831 0.108
H -3.2811 4.6058 -0.7346 0.110
H -0.6282 4.8326 -2.0051 0.107
H -2.2071 6.9974 -0.5375 0.089
H -0.6536 6.2304 -0.0804 0.075
H -0.7521 7.2002 -1.5047 0.086
H -2.1684 6.6739 -3.3040 0.132
H -1.8294 3.8714 -4.4045 0.071
H -1.8880 5.4461 -5.2172 0.085
H -0.4867 5.0322 -4.2584 0.068
H -4.2181 5.6314 -4.1335 0.087
H -4.3071 5.6164 -2.3583 0.079
H -3.8908 4.1715 -3.2121 0.073
H -4.5421 3.1618 -0.1314 0.084
H -3.9865 3.9054 1.2468 0.105
H -3.5214 0.1852 2.2110 0.063
H -5.1948 2.5405 3.1484 0.062
H -4.6933 -0.2017 4.2406 0.063
H -6.3010 0.4324 4.2779 0.018
H -5.0945 1.3602 5.0659 0.046
C 5.2161 -8.5831 4.9494 -0.214
Si 4.9324 -7.4852 3.4343 0.203
C 4.0613 -8.5710 2.1480 -0.207
C 6.6504 -7.0515 2.7635 -0.206
N 4.0311 -6.1408 3.8984 -0.239
Si 3.5543 -4.9130 2.8713 0.183
C 2.4095 -5.4850 1.4747 -0.204
C 5.0023 -3.9717 2.0884 -0.203
C 2.5557 -3.6471 3.8617 -0.209
H 5.8013 -9.4698 4.6778 0.008
H 5.7635 -8.0392 5.7218 0.011
H 4.2639 -8.9199 5.3645 0.011
H 4.5777 -9.5329 2.0384 0.011
H 4.0491 -8.1012 1.1616 0.000
H 3.0323 -8.7750 2.4497 0.016
H 7.1605 -6.3590 3.4355 0.018
H 6.5967 -6.5997 1.7708 0.000
H 7.2699 -7.9526 2.6740 0.011
H 2.9438 -6.0630 0.7192 0.005
H 1.9586 -4.6173 0.9671 -0.005
H 1.6001 -6.0996 1.8744 0.016
H 5.7296 -3.6897 2.8511 0.019
H 4.6534 -3.0511 1.5981 0.001
H 5.5075 -4.5692 1.3278 0.003
H 3.1570 -3.2220 4.6670 0.015
H 1.6683 -4.1152 4.2953 0.014
H 2.2294 -2.8273 3.2059 -0.013
```